Run one
17
Properties=species:S:1:pos:R:3:nbo_charge:R:1 method="wB97M-V/def2-TZVPD" homo_energy_ev=-7.63 molar_mass_g_mol=111.14 orbital_gap_ev=8.45
C 0.44 0.61 -0.39 -0.538
C -0.10 1.21 2.58 -0.744
C 0.84 1.34 1.41 0.585
C 0.18 -0.70 -0.05 0.426
C 0.24 -1.10 -2.04 -0.307
C -0.92 -1.16 -2.70 -0.453
N -0.28 -1.53 0.74 -0.631
O 1.82 2.04 1.45 -0.550
H -0.54 -2.44 0.35 0.390
H -0.41 1.20 -0.70 0.267
H 1.42 0.83 -0.81 0.262
H 1.17 -1.49 -2.45 0.189
H -1.12 1.42 2.25 0.231
H 0.18 1.90 3.38 0.233
H -0.06 0.19 2.97 0.254
H -1.84 -0.76 -2.27 0.188
H -1.01 -1.55 -3.71 0.198

Run two
17
Properties=species:S:1:pos:R:3:nbo_charge:R:1 method="wB97M-V/def2-TZVPD" homo_energy_ev=-8.60 molar_mass_g_mol=111.14 orbital_gap_ev=9.56
C 0.02 -0.29 -0.39 0.054
C -1.43 0.22 -0.48 -0.410
C -0.77 1.46 0.23 0.082
C 0.43 1.24 -0.77 -0.444
C 0.25 -0.29 1.05 0.313
C 0.83 -1.20 1.84 -0.516
H 0.46 -1.33 -2.10 0.365
H 1.42 -1.67 -0.79 0.366
H -1.73 0.51 -1.50 0.213
H -2.17 -0.34 0.07 0.217
H -1.17 2.46 0.35 0.210
H 0.38 1.52 -1.84 0.217
H 1.43 1.62 -0.42 0.210
H 0.71 -1.21 2.89 0.215
H 1.16 -2.16 1.47 0.211
N 0.46 -1.48 -1.10 -0.814
O -0.27 0.92 1.47 -0.488

Run three
17
Properties=species:S:1:pos:R:3:nbo_charge:R:1 method="wB97M-V/def2-TZVPD" homo_energy_ev=-8.97 molar_mass_g_mol=111.14 orbital_gap_ev=9.90
O -1.16 -1.31 -1.64 -0.600
C -1.30 -0.44 -0.80 0.680
C -2.37 0.12 0.11 -0.499
C -1.30 1.17 0.61 -0.199
N -0.36 0.37 -0.19 -0.433
C 1.07 0.32 -0.10 -0.059
C 1.95 -0.66 0.71 -0.434
C 1.97 -0.67 -0.81 -0.414
H -2.64 -0.61 0.90 0.238
H -3.27 0.54 -0.44 0.224
H -0.99 1.16 1.72 0.193
H -1.54 2.22 0.28 0.194
H 1.37 1.38 -0.17 0.205
H 1.46 -1.53 1.07 0.220
H 2.77 -0.16 1.27 0.222
H 1.43 -1.50 -1.25 0.241
H 2.90 -0.39 -1.27 0.220

The winner here is run three, beating the second structure by 28.8 kJ/mol.

Run one
17
Properties=species:S:1:pos:R:3:nbo_charge:R:1 method="wB97M-V/def2-TZVPD" homo_energy_ev=-7.89 molar_mass_g_mol=111.14 orbital_gap_ev=8.67
C -0.98 0.15 1.95 -0.541
C -1.22 -0.26 0.71 0.280
O -2.47 -0.67 0.33 -0.691
C -0.04 -0.98 -0.52 -0.143
C -0.19 0.36 -1.00 0.252
C -0.61 1.44 -1.65 -0.553
N 1.09 -0.16 -0.69 -0.434
C 2.33 -0.30 0.03 -0.396
H -1.77 0.17 2.69 0.212
H 0.01 0.45 2.26 0.206
H -2.45 -0.88 -0.61 0.478
H -0.11 -2.02 -0.23 0.272
H -1.67 1.61 -1.80 0.217
H 0.11 2.12 -2.08 0.231
H 2.88 0.64 0.00 0.213
H 2.93 -1.07 -0.46 0.206
H 2.14 -0.59 1.07 0.194

Run two
17
Properties=species:S:1:pos:R:3:nbo_charge:R:1 method="wB97M-V/def2-TZVPD" homo_energy_ev=-9.02 molar_mass_g_mol=111.14 orbital_gap_ev=10.03
C -1.20 1.77 -0.04 -0.604
C -0.60 0.38 0.15 0.068
C 0.66 0.35 0.92 -0.139
C 1.44 -0.48 -0.15 0.062
C 0.53 -1.69 -0.36 -0.434
C -0.35 -0.55 -0.93 0.062
H -2.23 1.74 -0.52 0.204
H -0.56 2.18 -0.77 0.221
H -1.17 2.16 1.03 0.233
H -0.59 -1.20 1.61 0.358
H 0.91 1.25 1.51 0.217
H 2.56 -0.53 -0.01 0.210
H 1.00 -2.28 -1.20 0.238
H 0.31 -2.39 0.51 0.197
H -1.11 -0.61 -1.72 0.215
N -0.57 -0.11 1.40 -0.583
O 0.98 0.00 -1.43 -0.525

Run three
17
Properties=species:S:1:pos:R:3:nbo_charge:R:1 method="wB97M-V/def2-TZVPD" homo_energy_ev=-9.02 molar_mass_g_mol=111.14 orbital_gap_ev=9.98
C 1.78 -1.01 -0.25 -0.614
C 0.54 -0.19 0.00 0.229
C 0.66 1.24 0.47 -0.433
C -0.49 1.27 -0.53 0.087
C -1.71 0.36 0.00 -0.119
C -0.82 -0.76 0.49 -0.135
H 2.32 -0.59 -1.05 0.229
H 1.47 -1.96 -0.49 0.216
H 2.44 -1.10 0.63 0.203
H 1.62 1.78 0.16 0.228
H 0.46 1.43 1.54 0.201
H -0.81 2.17 -0.99 0.186
H -2.45 0.76 0.63 0.200
H -2.51 -1.44 -0.13 0.352
H -0.90 -1.32 1.46 0.215
N -1.78 -0.94 -0.63 -0.541
O 0.18 0.30 -1.32 -0.502

The winner here is run three, beating the second structure by 57.2 kJ/mol.

Run one
17
Properties=species:S:1:pos:R:3:nbo_charge:R:1 method="wB97M-V/def2-TZVPD" homo_energy_ev=-8.97 molar_mass_g_mol=111.14 orbital_gap_ev=9.96
C 0.33 -0.56 -0.03 0.224
C 1.80 -0.49 -0.40 -0.226
C 0.35 0.94 -0.21 -0.118
C -1.07 1.26 0.37 -0.196
C -1.86 0.19 0.05 -0.207
C -1.06 -0.97 -0.57 -0.474
H -0.43 -0.69 1.74 0.472
H 2.06 -0.36 -1.50 0.206
H 2.49 -1.09 0.13 0.213
H 1.91 1.00 1.11 0.361
H 0.22 1.20 -1.27 0.191
H -1.52 2.15 0.78 0.220
H -2.89 0.07 0.32 0.215
H -1.38 -1.96 -0.38 0.224
H -1.17 -0.83 -1.65 0.223
N 1.80 0.98 0.11 -0.595
O 0.43 -0.85 1.39 -0.731

Run two
17
Properties=species:S:1:pos:R:3:nbo_charge:R:1 method="wB97M-V/def2-TZVPD" homo_energy_ev=-9.48 molar_mass_g_mol=111.14 orbital_gap_ev=10.45
O -1.01 2.31 0.83 -0.692
C -0.78 1.00 0.41 0.067
C 0.37 0.27 1.06 -0.264
C 0.39 -1.26 1.01 -0.423
C 0.59 -1.60 -0.47 -0.094
C -0.46 -1.30 -1.38 -0.274
N 0.75 -0.37 -1.26 -0.363
C 0.46 0.72 -0.33 -0.117
H -1.17 2.78 0.01 0.469
H -1.71 0.45 0.23 0.176
H 1.00 0.87 1.76 0.240
H 1.27 -1.60 1.57 0.226
H -0.52 -1.79 1.37 0.221
H 1.31 -2.45 -0.59 0.207
H -0.55 -1.72 -2.37 0.211
H -1.43 -0.97 -1.00 0.190
H 1.14 1.53 -0.59 0.222

Run three
17
Properties=species:S:1:pos:R:3:nbo_charge:R:1 method="wB97M-V/def2-TZVPD" homo_energy_ev=-7.83 molar_mass_g_mol=111.14 orbital_gap_ev=8.23
C 1.79 -0.41 0.78 -0.622
C 1.13 -0.63 -0.62 -0.377
C -0.39 -0.89 -0.40 -0.453
C -1.11 0.38 -0.17 -0.017
N -2.78 -0.15 0.11 0.146
O -2.91 -1.33 0.03 -0.277
C -0.75 1.58 0.59 -0.169
C -0.98 1.76 -0.68 -0.175
H 1.95 0.65 0.98 0.202
H 2.70 -0.87 0.74 0.208
H 1.26 -0.61 1.65 0.207
H 1.69 -1.41 -0.98 0.202
H 1.37 0.30 -1.34 0.192
H -0.38 -1.61 0.51 0.229
H -0.96 -1.24 -1.32 0.228
H -0.54 2.04 1.59 0.242
H -1.09 2.46 -1.47 0.233

The winner here is run two, beating the second structure by 46.2 kJ/mol.

Run one
17
Properties=species:S:1:pos:R:3:nbo_charge:R:1 method="wB97M-V/def2-TZVPD" homo_energy_ev=-8.94 molar_mass_g_mol=111.14 orbital_gap_ev=9.90
C 1.98 0.58 0.17 -0.022
C 0.60 -0.60 0.29 0.107
C -1.00 -1.05 0.04 -0.085
C -1.54 -0.01 0.92 -0.450
C -1.10 1.02 -0.04 -0.053
C 0.44 0.97 -0.12 -0.332
H 2.11 0.73 1.20 0.170
H 2.78 0.92 -0.35 0.190
H 0.49 -0.53 1.39 0.132
H -1.32 -2.03 -0.30 0.231
H -2.65 -0.14 0.76 0.237
H -1.33 0.09 2.08 0.219
H -1.93 1.88 -0.05 0.235
H -0.50 -0.07 -1.89 0.341
H 0.36 0.80 -1.20 0.170
N -1.30 -0.12 -1.10 -0.593
O 1.85 -0.78 -0.19 -0.497

Run two
17
Properties=species:S:1:pos:R:3:nbo_charge:R:1 method="wB97M-V/def2-TZVPD" homo_energy_ev=-8.23 molar_mass_g_mol=111.14 orbital_gap_ev=7.79
C -2.01 0.48 -0.81 -0.396
C 0.00 0.09 0.56 -0.053
C 0.66 -0.83 1.35 -0.432
C 0.72 -0.99 -0.18 0.068
C 0.68 1.37 0.29 0.001
C 1.62 2.26 0.15 -0.251
H -1.58 1.37 -1.08 0.202
H -3.18 0.29 -0.84 0.218
H -1.52 -0.46 -1.47 0.149
H -2.14 -0.35 1.18 0.378
H 1.63 -0.36 1.71 0.248
H 0.20 -1.70 1.89 0.240
H 0.15 -1.80 -0.46 0.173
H 2.06 -2.05 -1.44 0.425
H 2.26 3.10 -0.35 0.267
N -1.37 0.27 0.52 -0.619
O 1.82 -0.66 -1.01 -0.618

Run three
17
Properties=species:S:1:pos:R:3:nbo_charge:R:1 method="wB97M-V/def2-TZVPD" homo_energy_ev=-9.14 molar_mass_g_mol=111.14 orbital_gap_ev=10.12
O 1.77 1.56 0.12 -0.704
C 0.63 0.72 -0.02 0.221
C 1.24 -0.71 -0.28 -0.379
C -0.11 -1.22 0.49 -0.245
C -0.01 0.10 1.31 -0.423
C -1.08 -0.64 -0.62 -0.072
N -1.87 0.55 -0.18 -0.618
C -0.48 0.71 -0.92 -0.139
H 1.60 2.48 0.21 0.475
H 1.31 -1.19 -1.25 0.199
H 2.15 -0.91 0.22 0.211
H -0.30 -2.11 1.06 0.221
H -1.01 0.43 1.91 0.244
H 0.85 0.05 2.04 0.208
H -1.46 -1.36 -1.36 0.210
H -2.79 0.66 -0.79 0.370
H -0.43 0.87 -1.95 0.222

The winner here is run three, beating the second structure by 385.5 kJ/mol.